{
  "formula": "C2H6S",
  "method": "wB97M-V/def2-TZVPD",
  "species": ["S", "C", "C", "H", "H", "H", "H", "H", "H"],
  "coordinates": [[1.961, -0.169, -0.261], [-0.969, -0.403, -0.225], [0.221, 0.568, -0.120], [2.127, -0.620, 1.157], [-0.963, -1.003, 0.727], [0.173, 1.142, 0.767], [-1.003, -1.260, -1.073], [-1.829, 0.326, -0.039], [0.281, 1.419, -0.933]],
  "forces_ev_per_angstrom": [[-0.81, -0.45, 2.75], [-0.18, -0.71, 0.82], [1.48, 0.35, -2.92], [-0.42, 0.82, -2.65], [0.07, 0.39, -0.78], [-0.07, 0.27, 1.14], [-0.05, 2.75, 1.58], [0.40, -1.50, -1.10], [-0.43, -1.92, 1.15]],
  "e_above_lowest_kcal_mol": 22.4,
  "smiles": "CCS",
  "charge": 0,
  "orbital_gap_ev": 10.0
}

{
  "formula": "C25H36As3I2NOSr",
  "method": "wB97M-V/def2-TZVPD",
  "species": ["I", "I", "Sr", "As", "As", "As", "O", "N", "C", "C", "C", "C", "C", "C", "C", "C", "C", "C", "C", "C", "C", "C", "C", "C", "C", "C", "C", "C", "C", "C", "C", "C", "C", "H", "H", "H", "H", "H", "H", "H", "H", "H", "H", "H", "H", "H", "H", "H", "H", "H", "H", "H", "H", "H", "H", "H", "H", "H", "H", "H", "H", "H", "H", "H", "H", "H", "H", "H", "H"],
  "coordinates": [[0.460, -4.470, -1.219], [-4.981, -6.310, -2.595], [-1.953, 0.056, 0.652], [0.126, 0.922, -1.250], [5.122, 2.956, -0.364], [0.557, -0.387, 2.144], [-1.289, -1.879, -0.249], [-3.925, -1.286, -0.576], [-2.539, 2.496, 1.177], [-3.984, 0.843, 1.837], [-2.446, -5.006, -1.751], [-3.465, -2.541, -0.932], [-2.958, 0.939, 2.807], [-4.328, -3.531, -1.457], [1.546, 1.984, -0.406], [6.341, 1.426, -0.303], [3.698, 2.317, 0.851], [1.957, 0.986, 1.929], [-2.064, 1.962, 2.399], [-2.026, -2.781, -0.768], [1.053, 0.017, -2.678], [1.630, -2.004, 2.150], [-0.565, 2.408, -2.333], [4.526, 2.706, -2.210], [-6.132, -1.953, -1.216], [3.131, 0.001, -0.061], [2.565, 1.299, 0.540], [-3.724, 1.802, 0.825], [-3.784, -4.786, -1.848], [-5.208, -1.020, -0.718], [-1.571, -4.021, -1.238], [0.436, -0.192, 4.086], [-5.695, -3.190, -1.576], [1.022, 2.774, 0.140], [6.584, 1.207, 0.738], [5.924, 0.537, -0.769], [-2.036, -5.955, -2.070], [4.304, 1.930, 1.677], [-0.230, -0.956, 4.481], [-4.824, 0.167, 1.878], [7.260, 1.703, -0.818], [-2.132, 3.347, 0.668], [-1.244, 2.346, 2.970], [3.573, 0.165, -1.038], [2.755, 0.657, 2.592], [1.473, -0.927, -2.343], [1.419, -0.310, 4.529], [5.407, 2.895, -2.825], [0.243, 2.871, -2.891], [2.061, 2.462, -1.220], [-2.899, 0.371, 3.722], [-6.387, -3.927, -1.967], [3.901, -0.429, 0.587], [2.597, -1.796, 2.603], [0.326, -0.192, -3.456], [3.240, 3.229, 1.235], [0.032, 0.786, 4.344], [4.162, 1.703, -2.422], [-5.539, -0.024, -0.429], [1.103, -2.749, 2.741], [-4.339, 2.006, -0.039], [-1.309, 2.029, -3.030], [2.368, -0.765, -0.192], [1.754, -2.402, 1.145], [1.545, 1.900, 2.363], [3.767, 3.441, -2.475], [-1.041, 3.154, -1.696], [-7.176, -1.679, -1.308], [1.829, 0.665, -3.072]],
  "forces_ev_per_angstrom": [[0.06, 0.18, 0.12], [-0.16, -0.17, -0.09], [0.58, -2.01, -1.47], [0.19, 0.70, -0.27], [0.15, 0.28, 0.05], [0.58, 0.11, 0.46], [0.53, -1.28, -0.52], [0.03, -0.87, -0.21], [-0.70, 0.25, 0.68], [-0.51, 1.05, 0.68], [0.43, 0.21, 0.14], [-0.06, 0.42, 0.01], [-0.52, 0.85, 0.18], [-0.04, 0.04, -0.02], [0.13, -0.33, 0.51], [0.01, -0.06, 0.06], [-0.15, -0.24, -0.10], [-0.07, -0.02, -0.22], [-0.89, 0.34, 0.13], [-0.23, -0.38, -0.29], [0.11, -0.19, -0.06], [0.01, -0.12, -0.09], [-0.03, -0.04, 0.15], [-0.07, 0.01, -0.08], [-0.10, 0.22, 0.06], [0.07, 0.16, 0.13], [0.06, -0.08, 0.06], [-0.49, 0.77, 0.80], [-0.11, 0.27, 0.09], [0.34, -0.09, 0.00], [-0.53, -0.04, -0.07], [-0.10, 0.05, -0.07], [0.05, -0.19, -0.06], [0.00, 0.01, 0.05], [0.01, 0.00, -0.05], [-0.02, -0.08, -0.02], [0.03, 0.03, 0.01], [-0.04, -0.04, 0.03], [-0.03, -0.05, 0.02], [0.02, -0.05, -0.03], [0.00, -0.02, 0.00], [0.18, 0.18, -0.23], [0.37, 0.04, 0.13], [0.11, 0.11, -0.14], [0.17, 0.00, 0.09], [0.03, -0.03, 0.01], [0.16, 0.00, 0.12], [-0.05, -0.01, -0.01], [0.12, 0.10, -0.11], [0.38, 0.23, -0.37], [0.05, -0.10, 0.05], [0.02, 0.04, 0.02], [-0.04, 0.10, 0.00], [0.11, -0.07, 0.03], [-0.07, -0.03, -0.11], [-0.09, 0.06, 0.00], [0.01, -0.01, -0.02], [-0.05, -0.05, -0.03], [0.08, -0.13, -0.02], [-0.02, -0.06, 0.05], [0.02, -0.04, -0.05], [-0.05, -0.04, -0.06], [-0.18, 0.03, 0.03], [-0.01, 0.01, 0.03], [-0.05, 0.06, -0.01], [0.00, -0.02, 0.00], [0.04, -0.04, 0.01], [0.04, 0.00, 0.01], [0.16, 0.04, -0.13]],
  "e_above_lowest_kcal_mol": 28.1,
  "charge": 0,
  "orbital_gap_ev": 7.4
}

no.,LUMO (hartree),energy (Eh)
1,0.0332,-477.9404
2,0.0079,-8437.6446